{"formula": "C5H7N3", "method": "ωB97M-V/def2-TZVPD", "gap_ev": 10.055, "smiles": "[H]/N=C\\C(=C)[C@H](N)C#N", "e_homo_ev": -10.0722, "de_lowest_kcal_mol": 60.40, "spin_multiplicity": 1, "largest_force_ev_per_a": 2.1, "species": ["N", "C", "C", "C", "H", "H", "H", "C", "H", "H", "H", "H", "N", "N", "C"], "xyz": [[-0.25517, -2.09706, 0.33007], [0.56920, -0.92056, 0.24652], [-1.38480, 0.61499, -0.04068], [-0.12134, 0.27654, -0.35818], [-2.00690, 0.03232, 0.61747], [-1.84993, 1.48329, -0.47895], [-1.12699, -1.92895, 0.81903], [0.83116, -0.23656, 1.58557], [0.23371, -2.86772, 0.77084], [1.52024, -1.14390, -0.24802], [1.51335, 0.54725, -1.78852], [-0.22085, 2.75893, -1.15353], [1.07316, 0.13707, 2.64189], [0.54208, 2.27614, -1.62940], [0.68309, 1.06823, -1.31411]], "mulliken_charge": [-0.571, 0.053, -1.010, 0.560, 0.227, 0.247, 0.243, 0.237, 0.264, 0.357, 0.332, 0.230, -0.445, -0.665, -0.059]}

---

{"formula": "C5H7N3", "method": "ωB97M-V/def2-TZVPD", "gap_ev": 9.952, "smiles": "[H]/N=C\\n1cccc1N", "e_homo_ev": -9.1426, "de_lowest_kcal_mol": 106.50, "spin_multiplicity": 1, "largest_force_ev_per_a": 9.6, "species": ["H", "H", "H", "C", "N", "C", "C", "H", "C", "H", "N", "C", "N", "H", "H"], "xyz": [[-2.48133, 1.43042, 0.06986], [0.51054, 2.09337, 1.06351], [-0.35427, -2.35010, 0.01358], [-0.46483, 0.73357, 0.06948], [0.29868, 1.98829, -0.03271], [-1.71233, 0.58556, 0.01878], [-1.89611, -0.82115, -0.05070], [1.82606, -1.91031, 0.51570], [1.52193, -0.88078, 0.13200], [-0.38371, 2.54768, -0.34570], [0.21755, -0.40769, -0.32127], [-0.80530, -1.46362, -0.00481], [2.56224, -0.17611, -0.01160], [-2.85003, -1.30235, 0.51835], [2.32338, 0.73843, -0.26468]], "mulliken_charge": [0.294, 0.293, 0.462, 0.154, -0.569, -0.222, -0.605, 0.323, 0.024, 0.243, -0.004, -0.293, -0.628, 0.188, 0.338]}

---

{"formula": "C5H7N3", "method": "ωB97M-V/def2-TZVPD", "gap_ev": 10.594, "smiles": "C/C=C(\\C)C#N.N#N", "e_homo_ev": -9.7063, "de_lowest_kcal_mol": 10.65, "spin_multiplicity": 1, "largest_force_ev_per_a": 1.5, "species": ["H", "C", "N", "C", "N", "H", "C", "C", "H", "H", "C", "N", "H", "H", "H"], "xyz": [[-0.48844, -0.72782, -2.20174], [-0.00766, -0.04062, 1.46005], [-1.33230, 2.81315, -2.25989], [0.29053, -0.18678, -1.66269], [-3.87752, -0.52106, -0.89733], [-0.92451, 1.85262, 0.90308], [-0.44968, 0.97869, 0.47181], [-0.32526, 0.91912, -0.85852], [0.82506, -0.88962, -1.02927], [0.31551, -0.96393, 0.98850], [-0.87021, 1.97752, -1.62447], [-2.80778, -0.71930, -0.74488], [-0.82973, -0.26537, 2.13792], [0.98130, 0.22489, -2.39620], [0.81208, 0.34991, 2.06430]], "mulliken_charge": [0.290, -1.238, -0.466, -1.267, -0.245, 0.402, -0.082, 0.455, 0.351, 0.329, 0.207, 0.235, 0.309, 0.372, 0.348]}

---

{"formula": "C5H7N3", "method": "ωB97M-V/def2-TZVPD", "gap_ev": 8.899, "e_homo_ev": -8.9877, "de_lowest_kcal_mol": 162.72, "spin_multiplicity": 1, "largest_force_ev_per_a": 6.3, "species": ["C", "H", "N", "H", "C", "C", "H", "H", "C", "N", "H", "H", "C", "N", "H"], "xyz": [[1.88586, 0.37383, 1.09590], [3.00737, -0.15162, 0.84579], [-1.51645, 0.34842, -0.57322], [-0.36783, -1.90787, 0.06524], [0.69002, 0.13044, 0.41030], [-0.68169, 0.59002, 0.53536], [1.72355, -2.33413, -0.34201], [-2.17982, 1.48803, 1.43522], [0.64919, -1.33895, -0.48012], [-1.19517, 1.15804, 1.67807], [-2.27630, 1.24361, -0.76882], [2.05854, 0.85172, 2.27038], [-0.77301, -0.10229, -1.77097], [0.21829, -0.87115, -1.82792], [-1.24254, 0.52189, -2.57320]], "mulliken_charge": [-0.682, 0.232, -0.396, 0.245, 0.200, 0.313, 0.309, 0.216, -0.313, -0.643, 0.362, 0.257, 0.107, -0.489, 0.281]}

---

{"formula": "C5H7N3", "method": "ωB97M-V/def2-TZVPD", "gap_ev": 8.793, "e_homo_ev": -18.7528, "de_lowest_kcal_mol": 31.25, "spin_multiplicity": 1, "total_charge": 2, "largest_force_ev_per_a": 6.0, "species": ["H", "N", "C", "H", "H", "C", "H", "H", "H", "H", "N", "C", "N", "C", "C"], "xyz": [[0.04298, -0.12750, -2.43818], [0.08419, -0.21123, 1.45727], [-0.41314, -0.84729, -1.81523], [0.58641, 0.24004, 2.15029], [-0.79993, -1.96923, 2.57051], [-0.80909, -1.91112, 0.36048], [2.21336, 1.71495, -0.20332], [-1.21327, -2.74925, -0.15321], [-0.07774, 4.13589, -0.25884], [-0.69630, -1.84175, -2.44211], [0.53543, 3.27907, -0.33362], [0.17983, 0.23502, 0.27228], [-0.40702, -0.87178, -0.50767], [-0.51898, -1.53925, 1.61059], [1.29328, 2.46342, -0.26924]], "mulliken_charge": [0.309, 0.054, -0.013, 0.222, 0.402, -0.085, 0.422, 0.424, 0.424, 0.252, 0.048, -0.311, 0.207, -0.498, 0.142]}

---

{"formula": "C5H7N3O", "method": "ωB97M-V/def2-TZVPD", "gap_ev": [9.071, 9.072], "e_homo_ev": [-8.6472, -8.6479], "de_lowest_kcal_mol": 88.62, "spin_multiplicity": 1, "largest_force_ev_per_a": 4.1, "species": ["N", "H", "H", "H", "C", "H", "C", "H", "O", "N", "N", "H", "C", "H", "C", "C"], "xyz": [[2.18121, 0.90954, 0.19625], [-2.21001, 0.20646, -1.14117], [-2.86958, 0.67919, 0.61077], [-0.71186, -1.99566, -0.88310], [0.76644, -0.74144, -0.07027], [-0.73959, -1.75784, 0.85121], [2.81826, -0.21880, 0.03632], [3.85515, -0.33197, 0.05615], [-2.58544, -0.17094, 0.76727], [1.92727, -1.29897, -0.05841], [0.86965, 0.62639, 0.06416], [-0.31910, 2.26218, -0.91487], [-0.57446, -1.31695, -0.13747], [-0.57686, 1.82237, 0.96028], [-1.66243, -0.23233, -0.28969], [-0.16865, 1.55879, -0.04742]], "mulliken_charge": [-1.040, 0.382, 0.351, 0.412, 0.464, 0.236, -0.200, 0.468, -0.486, -0.689, 0.762, 0.303, -0.610, 0.304, -0.083, -0.574]}

---

{"formula": "C5H7N3O2P", "method": "ωB97M-V/def2-TZVPD", "gap_ev": 7.868, "e_homo_ev": -3.9947, "de_lowest_kcal_mol": 0.00, "spin_multiplicity": 1, "total_charge": -1, "largest_force_ev_per_a": 4.9, "species": ["H", "P", "C", "C", "H", "N", "O", "H", "H", "C", "H", "C", "N", "C", "O", "H", "H", "N"], "xyz": [[0.62785, 0.53169, 0.85155], [-1.32800, -1.09393, 1.31587], [-1.53765, 0.72215, 1.20076], [-0.23144, 0.90565, 0.34917], [2.78355, -2.49193, -2.78183], [0.96910, -1.38085, -2.22807], [-2.61824, -1.77510, 1.86206], [-0.21782, 1.85462, -0.05114], [1.35934, -1.69345, 0.77462], [2.16285, -2.08720, -2.09798], [-1.08141, -0.05071, -1.39484], [-0.36474, -0.18394, -0.62559], [1.61226, -1.58420, -0.14854], [0.67627, -1.08496, -0.99074], [-0.01284, -1.49773, 1.91593], [-1.62074, 1.36138, 2.01129], [-2.41009, 1.06067, 0.64902], [2.54845, -2.24005, -0.81836]], "mulliken_charge": [0.423, 0.777, -0.882, -0.635, 0.519, -0.761, -0.757, 0.373, 0.401, -0.150, 0.364, -0.531, 0.566, 0.324, -0.724, 0.511, 0.314, -1.134]}

---

{"formula": "C5H7N3O3", "method": "ωB97M-V/def2-TZVPD", "gap_ev": [7.947, 7.950], "smiles": "CN1CC=N/C1=[N+](/[O-])OC=O", "e_homo_ev": [-7.9458, -7.9484], "de_lowest_kcal_mol": 122.21, "spin_multiplicity": 1, "largest_force_ev_per_a": 3.5, "species": ["C", "C", "N", "H", "H", "H", "H", "C", "C", "H", "N", "C", "O", "N", "O", "O", "H", "H"], "xyz": [[1.15874, -0.76878, -0.73763], [0.64426, 1.42989, 0.55309], [0.28296, 0.35494, -0.34841], [1.82836, -0.37124, -1.60412], [-0.11028, 1.58824, 1.26104], [0.79960, 2.27998, -0.01238], [1.76109, -0.99900, 0.19023], [-1.02678, -0.07322, -0.55313], [0.15429, -1.84530, -1.03963], [1.54618, 1.21404, 1.03382], [-1.04383, -1.37615, -1.05544], [-3.96889, -0.34146, 0.40708], [-3.60043, -0.12262, 1.56620], [-2.06623, 0.70922, -0.46442], [-2.21403, 1.84900, -0.12544], [-3.39376, -0.09131, -0.73150], [-4.91418, -0.80438, -0.03328], [0.49677, -2.75253, -1.41918]], "mulliken_charge": [-0.482, -0.999, 0.005, 0.292, 0.396, 0.306, 0.327, 0.334, -0.153, 0.408, -0.502, 0.261, -0.510, 0.617, -0.698, -0.320, 0.268, 0.449]}

---

{"formula": "C5H7N3OS", "method": "ωB97M-V/def2-TZVPD", "gap_ev": 9.974, "smiles": "CSC(=O)n1cnc(C)n1", "e_homo_ev": -9.5624, "de_lowest_kcal_mol": 24.45, "spin_multiplicity": 1, "largest_force_ev_per_a": 4.3, "species": ["H", "N", "H", "C", "S", "C", "O", "N", "N", "H", "C", "H", "C", "C", "H", "H", "H"], "xyz": [[4.05822, 1.03290, 0.18331], [-0.25496, -0.96352, -0.09470], [-2.68317, 1.87196, -0.52417], [3.51359, 0.11993, -0.20714], [1.83000, 0.58730, -0.01810], [-1.15386, -1.90109, 0.23320], [1.76355, -1.98622, 0.24172], [-2.36415, -1.41073, 0.17672], [-0.85558, 0.25774, -0.27105], [3.66087, -0.58325, 0.52832], [-3.13901, 0.93348, -0.10725], [-3.84913, 0.93129, 0.87365], [1.14308, -1.00177, 0.00396], [-2.12688, -0.04774, -0.03027], [-0.90309, -3.00693, 0.27355], [-3.95155, 0.68807, -0.81025], [3.59687, -0.35686, -1.17829]], "mulliken_charge": [0.317, 0.551, 0.287, -0.847, 0.020, 0.120, -0.527, -0.594, -0.853, 0.321, -0.883, 0.217, 0.576, 0.393, 0.352, 0.256, 0.294]}